A molecular structure, C48H52N3O6PSiSr, computed with ωB97M-V/def2-TZVPD.

The geometry in XYZ format:
```
112
C48H52N3O6PSiSr, DFT ωB97M-V/def2-TZVPD
H 1.6811 4.2939 -3.5105
H 3.5712 5.2890 -3.0497
P -0.9058 2.1428 1.2598
H 5.4484 5.5145 -1.4761
H -1.0663 -6.3044 -2.5689
H -6.2106 -2.4766 -1.9330
H 0.3612 4.3756 -0.3520
H -3.4992 2.6150 0.1909
O -0.7194 -2.2327 -0.4983
H -7.0233 -3.7461 0.0338
C -0.7577 -2.1871 -3.6926
C -2.3822 -0.0154 3.1103
O 1.6456 3.5498 -2.9017
C -2.5844 5.1879 -1.8034
Si -1.3650 -3.4875 -1.2295
H 1.1270 -2.6081 1.7274
C 1.2018 -2.2278 2.7498
C -1.2878 -1.8915 2.6744
H -0.2994 -1.4699 -3.0259
C 3.6445 4.6290 -2.1909
C -1.9958 -3.9868 -5.3736
H 1.1258 1.1882 -3.0096
H 0.1502 -0.7225 4.8005
H 1.9401 0.8291 -4.4918
C -1.5101 3.4258 0.0854
C -3.6973 -4.3161 0.3253
H -0.9762 -1.9245 5.4434
C -1.3384 -2.8893 -5.9131
H 2.8770 1.8298 4.3417
H -4.2118 0.8307 4.7896
C 4.7004 4.7506 -1.3063
C 2.6594 3.6621 -2.0007
H -5.3998 -4.9060 1.4945
N -1.2766 -0.4243 2.6395
H 1.4979 -4.1026 -1.0134
H 0.1513 4.9975 1.7141
H -0.6025 -7.2607 -1.1577
H 0.7592 -2.2446 5.4726
C -3.3924 4.2305 -1.2057
C 0.4765 2.9214 2.2008
C -2.1821 2.4283 2.5837
H 0.0503 -4.4324 1.1580
C 1.7282 1.7337 -0.5653
H 2.0183 -2.7456 3.2540
C -0.1139 -2.4331 3.5031
C -4.1475 2.9566 4.5208
H -4.4414 4.1674 -1.4664
C 2.7433 2.8007 -0.8933
H 2.0210 5.8176 3.0548
H -1.3159 -2.7429 -6.9860
C 0.7530 4.2851 2.2606
H 0.9421 -4.8159 -2.5359
C 3.8227 2.9371 -0.0238
H -2.6517 -2.8029 4.1707
H -0.5981 5.9773 -1.9551
H 5.6195 3.9893 0.4797
C -2.8593 3.3586 -0.2717
C -1.3872 -3.2946 -3.1264
C 2.5830 3.8783 3.7718
O -3.2752 -0.9465 3.5176
C -3.7620 1.6580 4.2578
H 0.4600 -6.1301 0.8492
H 1.4479 -1.1637 2.7007
C -2.5755 3.7336 2.8806
C -0.0442 -1.7927 4.8887
H -2.1236 4.5587 2.3473
H -0.2914 -3.5081 3.6188
C 2.2890 2.5221 3.7518
C -0.4195 -5.1159 -0.8585
H -2.1520 -6.4042 -1.1737
H 3.4079 4.2502 4.3661
H -3.0029 5.8779 -2.5250
C -2.7754 1.3857 3.3064
H -3.0055 -4.8357 0.9781
H 3.1362 -2.2646 -3.4345
H 3.8641 2.2655 0.8232
C -0.6993 4.3550 -0.5597
H -3.8085 -2.4157 -2.4547
C -5.9645 -3.7052 -0.1899
H 1.0169 0.9939 2.9443
H -1.1871 -2.2671 1.6542
H -2.5688 -5.0288 -3.6017
C -5.0533 -4.3611 0.6239
H -2.4968 -4.6900 -6.0281
C -5.5089 -2.9999 -1.2943
C -0.7277 -1.9781 -5.0648
N 1.5796 0.5081 -3.6125
Sr 0.2592 -0.2679 -0.2808
H -4.9137 3.1579 5.2577
H -3.3114 -2.7466 2.5210
C -3.2137 -3.6263 -0.7874
C -3.5422 3.9996 3.8324
H -1.2210 -5.6627 1.0990
C -4.1524 -2.9656 -1.5858
C -1.2374 5.2395 -1.4837
H 2.9397 -1.2403 -4.7823
C 0.9876 -4.9650 -1.4534
C 4.7964 3.8990 -0.2162
C 1.8074 4.7560 3.0314
C 1.2493 2.0502 2.9691
C -1.1037 -6.3406 -1.4788
O 1.8615 -0.9115 -1.8504
H -0.2370 -1.0994 -5.4683
H -3.8321 5.0232 4.0343
C 2.1080 -0.5863 -3.0179
O 2.0241 0.9323 0.3486
H 1.5868 -5.8609 -1.2572
N 2.9544 -1.3387 -3.7829
C -2.6831 -2.2289 3.2424
C -0.2772 -5.3438 0.6534
C -2.0226 -4.1804 -3.9997
O 0.6318 1.6892 -1.2013
```

Results
Energy above the lowest of the compared OMol25 structures with the same formula, charge and spin (kcal/mol): 42.1
E (eV): -85384.9583
Frontier orbital gap (eV): 8.5